{
  "formula": "C2H3NO2",
  "method": "the ωB97M-V functional and the def2-TZVPD basis",
  "gap_ev": [9.50, 9.51],
  "e_above_lowest_kcal_mol": 127.7,
  "e_tot_ev": -7702.30611,
  "species": ["C", "C", "N", "O", "O", "H", "H", "H"],
  "xyz": [[-0.47551, 1.09799, -0.76622], [0.16204, -0.14117, -0.54370], [0.37666, 1.12024, 0.29423], [-1.81688, 1.88428, -1.21007], [-0.58596, -1.20841, -0.15709], [1.06273, -0.22234, -1.12837], [0.00408, 1.27198, 1.16603], [-1.47817, -0.80792, -0.22421]],
  "forces_ev_per_angstrom": [[-7.397, 6.137, -0.705], [1.160, -0.247, -0.894], [-0.450, -0.597, -3.806], [7.770, -4.701, 2.506], [-0.284, 0.984, -0.266], [0.247, -1.274, 0.178], [-0.986, 0.716, 2.698], [-0.059, -1.017, 0.289]]
}

=====

{
  "formula": "C16H13N4S3Sr",
  "method": "the ωB97M-V functional and the def2-TZVPD basis",
  "total_charge": 1,
  "gap_ev": 7.17,
  "e_above_lowest_kcal_mol": 3.0,
  "e_tot_ev": -56102.79266,
  "species": ["Sr", "S", "C", "N", "C", "C", "C", "C", "C", "C", "S", "H", "H", "H", "H", "C", "N", "C", "C", "N", "C", "S", "C", "C", "C", "C", "C", "N", "H", "H", "H", "H", "H", "H", "H", "H", "H"],
  "xyz": [[1.33521, 0.59682, 1.02497], [3.99201, 1.11070, 1.49314], [3.72944, 1.64227, -0.16153], [2.59162, 1.53968, -0.83808], [2.71446, 2.06665, -2.12390], [1.69566, 2.11054, -3.07302], [1.96909, 2.66393, -4.30761], [3.24157, 3.16971, -4.60084], [4.25622, 3.12959, -3.66597], [3.97825, 2.57114, -2.42006], [5.01265, 2.38199, -1.04641], [0.71007, 1.72306, -2.84818], [1.18954, 2.70793, -5.05602], [3.43111, 3.60134, -5.57417], [5.23448, 3.52567, -3.90246], [-3.97846, 1.35232, 3.37574], [-3.49656, 0.06126, 2.88230], [-4.14190, -1.14173, 3.08045], [-3.40505, -2.09038, 2.49296], [-2.29128, -1.46446, 1.91340], [-2.36277, -0.11365, 2.18294], [-1.36103, 1.19654, 1.81285], [-1.32218, -2.20223, 1.15791], [-1.62528, -3.51494, 0.79805], [-0.68844, -4.25104, 0.10405], [0.52779, -3.67263, -0.23095], [0.71446, -2.36601, 0.15030], [-0.17767, -1.62411, 0.82763], [-4.90980, 1.16518, 3.90202], [-4.14847, 2.02425, 2.53887], [-3.24440, 1.78383, 4.05091], [-5.06025, -1.20799, 3.63523], [-3.56863, -3.14735, 2.46490], [-2.57388, -3.96738, 1.02664], [-0.91816, -5.27043, -0.17588], [1.29456, -4.20416, -0.77363], [1.65601, -1.88592, -0.11655]],
  "forces_ev_per_angstrom": [[-0.552, -0.230, 0.136], [0.201, 0.187, -0.518], [-0.098, -0.170, 0.379], [0.376, 0.098, -0.029], [-0.224, -0.167, 0.194], [0.034, 0.048, -0.106], [0.072, 0.013, 0.022], [-0.109, -0.013, -0.047], [-0.021, -0.015, 0.040], [-0.001, 0.117, -0.256], [0.248, 0.022, 0.100], [0.010, -0.015, 0.049], [0.016, 0.014, -0.017], [0.006, -0.005, 0.002], [0.014, -0.016, 0.049], [0.049, -0.266, -0.071], [-0.235, 0.163, 0.143], [0.084, 0.042, -0.016], [0.024, 0.059, -0.022], [0.185, -0.169, -0.064], [0.224, -0.100, -0.077], [-0.276, 0.138, -0.015], [-0.396, 0.205, 0.161], [0.073, 0.015, -0.084], [0.012, -0.082, -0.029], [-0.154, 0.015, 0.049], [0.130, 0.111, -0.085], [0.291, -0.138, 0.078], [-0.005, 0.067, 0.015], [0.019, 0.041, 0.010], [0.008, 0.041, -0.009], [0.003, -0.033, -0.006], [0.013, -0.024, 0.014], [-0.043, 0.027, 0.003], [0.033, 0.006, -0.016], [-0.002, -0.016, 0.004], [-0.010, 0.032, 0.020]]
}

=====

{
  "formula": "C3H8N4O",
  "method": "the ωB97M-V functional and the def2-TZVPD basis",
  "gap_ev": 8.92,
  "e_above_lowest_kcal_mol": 182.3,
  "e_tot_ev": -11241.71930,
  "species": ["C", "C", "C", "H", "H", "H", "H", "H", "H", "H", "H", "N", "N", "N", "N", "O"],
  "xyz": [[-0.41484, -0.37655, 1.97026], [-0.24049, -0.40530, -0.46332], [0.69130, 2.10009, 0.15961], [-1.60234, -0.48285, 1.75933], [0.06371, -1.00708, 2.88904], [-0.42021, 0.83288, 2.09671], [-2.17384, 0.66181, -0.64130], [0.93265, 3.08612, 0.61650], [1.38164, 1.21669, -0.18332], [1.11711, -2.52346, -2.53135], [1.85358, -2.01617, -1.09125], [-1.14879, 0.67666, -0.21107], [-0.75625, 1.90343, 0.34963], [0.24214, -0.84920, -1.54127], [0.90185, -2.03154, -1.45509], [0.49490, -0.69660, 0.88637]],
  "forces_ev_per_angstrom": [[-0.354, 1.260, 1.664], [1.719, 2.081, 3.579], [-6.083, -1.216, 1.421], [3.016, -0.801, 0.521], [-1.669, 1.788, -2.048], [0.487, -3.060, 0.549], [3.365, 0.060, 1.314], [0.434, -1.138, -0.511], [-1.349, 2.270, 0.598], [-1.175, 2.381, 3.779], [-0.342, 0.555, 0.546], [-2.036, -0.737, -1.877], [7.069, -0.363, -2.948], [-1.906, 0.440, 0.155], [2.210, -3.698, -4.139], [-3.386, 0.179, -2.603]]
}

=====

Please write out number 3 again, unchanged.
{
  "formula": "C3H8N4O",
  "method": "the ωB97M-V functional and the def2-TZVPD basis",
  "gap_ev": 8.92,
  "e_above_lowest_kcal_mol": 182.3,
  "e_tot_ev": -11241.71930,
  "species": ["C", "C", "C", "H", "H", "H", "H", "H", "H", "H", "H", "N", "N", "N", "N", "O"],
  "xyz": [[-0.41484, -0.37655, 1.97026], [-0.24049, -0.40530, -0.46332], [0.69130, 2.10009, 0.15961], [-1.60234, -0.48285, 1.75933], [0.06371, -1.00708, 2.88904], [-0.42021, 0.83288, 2.09671], [-2.17384, 0.66181, -0.64130], [0.93265, 3.08612, 0.61650], [1.38164, 1.21669, -0.18332], [1.11711, -2.52346, -2.53135], [1.85358, -2.01617, -1.09125], [-1.14879, 0.67666, -0.21107], [-0.75625, 1.90343, 0.34963], [0.24214, -0.84920, -1.54127], [0.90185, -2.03154, -1.45509], [0.49490, -0.69660, 0.88637]],
  "forces_ev_per_angstrom": [[-0.354, 1.260, 1.664], [1.719, 2.081, 3.579], [-6.083, -1.216, 1.421], [3.016, -0.801, 0.521], [-1.669, 1.788, -2.048], [0.487, -3.060, 0.549], [3.365, 0.060, 1.314], [0.434, -1.138, -0.511], [-1.349, 2.270, 0.598], [-1.175, 2.381, 3.779], [-0.342, 0.555, 0.546], [-2.036, -0.737, -1.877], [7.069, -0.363, -2.948], [-1.906, 0.440, 0.155], [2.210, -3.698, -4.139], [-3.386, 0.179, -2.603]]
}